A single C20H29N3O3S molecule. Source: the Open Molecules 2025 dataset; level of theory: ωB97M-V/def2-TZVPD.

Computed properties:
LUMO energy   0.0095 hartree
Energy above the lowest of the compared OMol25 structures with the same formula, charge and spin   40.8 kJ/mol
Net charge   0
HOMO-LUMO gap   8.09 eV

Positions of all 56 atoms, in Å:
S 1.95162 0.88273 -1.48993
O -0.43758 2.81327 0.46990
O 2.44082 4.64318 0.66672
O 2.89562 -5.25568 -0.19671
N -0.99717 0.94192 -0.67148
N 2.55449 2.39490 0.72049
N 2.96990 0.17051 0.89229
C -8.30535 -0.76912 -0.16153
C 2.91398 -1.16861 0.55278
C 3.03510 2.46537 2.09366
C 1.59650 3.55522 -1.26472
C -3.39930 0.42977 -0.53952
C 4.08585 -1.92561 0.55538
C 2.21615 3.59212 0.11668
C -9.41148 -1.26564 0.76117
C -5.85458 -0.15447 -0.35006
C -6.97102 -0.64277 0.56958
C -4.52005 -0.04184 0.38303
C 2.82422 -3.91455 0.04569
C 2.53126 1.12578 0.20161
C 4.04053 -3.27552 0.29482
C 1.65227 -3.16827 0.06727
C 1.70409 -5.95425 -0.45642
C -0.28257 2.06276 -0.46752
C 0.79975 2.29656 -1.52737
C 1.70160 -1.80820 0.31384
C -2.06678 0.51588 0.20224
H 1.01745 -5.91150 0.39583
H 2.39859 3.64906 -2.00281
H -0.78472 0.35982 -1.46799
H -3.30173 -0.26542 -1.37781
H -1.81752 -0.46074 0.63317
H -8.19345 -1.46175 -0.99902
H -10.35212 -1.34905 0.22204
H -3.64668 1.41246 -0.94576
H -2.12287 1.25114 1.00780
H 1.19878 -5.57176 -1.34969
H -9.55198 -0.57811 1.59231
H 5.02715 -1.43570 0.74941
H -9.16012 -2.24358 1.16608
H -4.62100 0.65926 1.21377
H -5.74962 -0.84754 -1.18843
H 0.96006 4.43968 -1.33958
H -4.25615 -1.01564 0.80243
H -7.08187 0.05366 1.40380
H 0.35955 2.30129 -2.52759
H 0.78654 -1.23446 0.34504
H 2.40416 1.84648 2.72949
H 4.94117 -3.86856 0.28211
H -6.69606 -1.61484 0.98599
H 2.98783 3.50496 2.40784
H 0.69288 -3.63099 -0.10498
H -6.12507 0.82094 -0.76057
H 1.99936 -6.98842 -0.62694
H 4.05875 2.09704 2.14630
H -8.58471 0.20359 -0.57258

Cartesian forces (eV/Å) of the 3 atoms listed first:
S 0.12 0.16 0.11
O -0.08 0.34 0.24
O -0.06 0.13 -0.12

Let us look at the natural (NBO) charges, expressed in e, one per atom:
1. S 0.219
2. O -0.614
3. O -0.578
4. O -0.494
5. N -0.610
6. N -0.474
7. N -0.491
8. C -0.387
9. C 0.070
10. C -0.412
11. C -0.508
12. C -0.393
13. C -0.191
14. C 0.728
15. C -0.600
16. C -0.384
17. C -0.387
18. C -0.389
19. C 0.293
20. C 0.355
21. C -0.247
22. C -0.322
23. C -0.251
24. C 0.665
25. C -0.424
26. C -0.159
27. C -0.221
28. H 0.174
29. H 0.247
30. H 0.399
31. H 0.189
32. H 0.187
33. H 0.192
34. H 0.208
35. H 0.205
36. H 0.234
37. H 0.173
38. H 0.201
39. H 0.220
40. H 0.200
41. H 0.200
42. H 0.192
43. H 0.256
44. H 0.194
45. H 0.194
46. H 0.252
47. H 0.202
48. H 0.214
49. H 0.224
50. H 0.192
51. H 0.244
52. H 0.215
53. H 0.195
54. H 0.200
55. H 0.211
56. H 0.193

---

A molecular structure, C20H29N3P2STi. Source: the Open Molecules 2025 dataset; level of theory: ωB97M-V/def2-TZVPD.

Computed properties:
LUMO energy (alpha / beta)   -0.1190 / -0.1167 hartree
2S+1   2
Expectation value of S²   0.776
Net charge   +1
HOMO-LUMO gap (alpha / beta)   4.28 / 4.24 eV

Positions of all 56 atoms, in Å:
Ti -0.19915 0.11480 -0.18710
S -2.77842 -0.04939 1.49822
P 0.09853 -1.96614 1.01294
P 0.45491 1.71340 1.46852
N -4.63115 1.06553 3.03871
N 1.55690 0.02077 -1.01195
N -5.40504 -0.61287 1.66845
C 1.27239 -0.99624 -3.20094
C 1.63603 1.29995 -1.59137
C 1.24320 -2.17339 -3.99811
C 1.64318 -3.53424 -2.03721
C -0.51899 3.25282 1.48391
C 0.28497 -2.22415 2.79545
C 1.55813 -1.12952 -1.81195
C 1.93164 3.69168 -1.39201
C 0.91439 0.28611 -3.65909
C 2.04966 2.28516 0.71275
C 1.34245 1.43903 -2.97935
C 1.42989 -3.41402 -3.42084
C 1.67074 3.84097 -2.76502
C 0.84685 1.44650 3.21323
C 1.68311 -2.40919 -1.21349
C 1.90986 2.43609 -0.78410
C 1.38646 2.74053 -3.55109
C -4.39476 0.15380 2.09040
C 1.71215 -2.53392 0.29176
C -1.01854 -3.32912 0.53287
H -5.55383 1.18386 3.43549
H -0.69179 -2.08701 3.27596
H 1.51751 0.58664 3.32541
H 0.99190 -1.50165 3.21751
H 2.82943 1.56053 0.99301
H 0.02339 4.03124 2.03911
H -1.48621 3.05867 1.96605
H 0.64699 -3.24409 2.98789
H -0.74575 0.22411 -1.97840
H -1.99012 -3.19319 1.02548
H -5.25557 -1.31780 0.96592
H -3.02585 -0.89858 0.44956
H -0.70334 3.59932 0.45957
H 1.32708 2.34268 3.63033
H -3.87796 1.65014 3.38404
H -0.58348 -4.29258 0.83603
H 2.51264 -1.93429 0.75056
H 1.40162 -4.31765 -4.03184
H 1.69555 4.83980 -3.20290
H 2.27949 3.25237 1.17604
H 1.06456 -2.06496 -5.06716
H -1.17204 -3.33221 -0.55323
H 0.63464 0.38825 -4.70451
H 1.83414 -3.58262 0.58879
H 1.18874 2.83997 -4.61791
H 2.13499 4.57178 -0.78111
H -6.34119 -0.50178 2.05912
H 1.75166 -4.52033 -1.58689
H -0.08658 1.24441 3.75447

Cartesian forces (eV/Å) of the 3 atoms listed first:
Ti -0.10 -0.44 -2.30
S 1.62 0.13 -0.23
P -0.16 -0.02 -0.35

Let us look at the natural (NBO) charges, expressed in e, one per atom:
1. Ti 0.946
2. S 0.077
3. P 0.813
4. P 0.790
5. N -0.745
6. N -0.694
7. N -0.740
8. C -0.072
9. C 0.167
10. C -0.177
11. C -0.216
12. C -0.938
13. C -0.953
14. C 0.182
15. C -0.225
16. C -0.131
17. C -0.709
18. C -0.072
19. C -0.203
20. C -0.197
21. C -0.945
22. C -0.053
23. C -0.054
24. C -0.188
25. C 0.327
26. C -0.715
27. C -0.955
28. H 0.423
29. H 0.238
30. H 0.244
31. H 0.239
32. H 0.256
33. H 0.241
34. H 0.222
35. H 0.238
36. H -0.576
37. H 0.222
38. H 0.429
39. H 0.167
40. H 0.259
41. H 0.240
42. H 0.430
43. H 0.238
44. H 0.253
45. H 0.225
46. H 0.225
47. H 0.236
48. H 0.221
49. H 0.257
50. H 0.218
51. H 0.233
52. H 0.222
53. H 0.215
54. H 0.418
55. H 0.215
56. H 0.233

---

Quick rundown of electronic energy, same order as above: -1567.7110, -2873.8144 Eh